(1)
ORCA calculation (wB97M-V/def2-TZVPD) on a cluster of 2 separate species, Br2O3PS in total in a non-equilibrium geometry.

Results
HOMO-LUMO gap (spin up / spin down) in hartree: 0.240 / 0.240
E in eV: -166353.35022
E_HOMO (spin up / spin down) in eV: -3.65 / -3.65
Energy relative to the best compared isomer or geometry (same formula, charge and spin) in kcal per mole: 46.1
F_max in hartree/bohr: 0.076

```
! RIJCOSX wB97M-V def2-TZVPD def2/J DEFGRID3
* xyz -1 1
Br -3.66 1.35 0.88
S 0.42 -0.04 0.06
O 0.87 0.22 -1.27
Br -2.86 -1.62 -0.60
O 0.35 -1.39 0.47
P -2.51 0.59 -0.95
O 0.68 1.03 1.05
*
```

Population analysis type natural (NBO), resulting atomic charges in e: atom 1 (Br): -0.328, atom 2 (S): 2.365, atom 3 (O): -0.923, atom 4 (Br): -0.307, atom 5 (O): -0.894, atom 6 (P): -0.007, atom 7 (O): -0.905

---

(2)
ORCA calculation (wB97M-V/def2-TZVPD) on a cluster of 3 separate species, C5H10N2O in total in a non-equilibrium geometry.

Results
HOMO-LUMO gap in hartree: 0.382
E in eV: -10370.78385
E_HOMO in eV: -9.64
Energy relative to the best compared isomer or geometry (same formula, charge and spin) in kcal per mole: 104.3
F_max in hartree/bohr: 0.112

```
! RIJCOSX wB97M-V def2-TZVPD def2/J DEFGRID3
* xyz 0 1
C -0.81 0.71 0.06
C -3.65 -1.21 1.68
H -1.08 0.14 -0.93
H 0.74 2.19 -1.03
C 0.48 1.38 -0.19
O 4.74 -1.04 -3.60
C -3.15 1.32 1.56
H -1.72 1.40 0.22
N 1.45 1.03 0.54
H -4.47 -1.31 1.03
H -4.04 -1.45 2.71
H -0.73 0.14 0.90
H 6.19 -1.32 -2.31
N -3.26 0.18 1.70
H 4.49 -0.84 -1.70
C 5.15 -1.11 -2.48
H 2.38 1.50 0.30
H -2.69 -1.72 1.52
*
```

Population analysis type natural (NBO), resulting atomic charges in e: atom 1 (C): -0.680, atom 2 (C): -0.427, atom 3 (H): 0.217, atom 4 (H): 0.157, atom 5 (C): 0.137, atom 6 (O): -0.491, atom 7 (C): 0.264, atom 8 (H): 0.248, atom 9 (N): -0.649, atom 10 (H): 0.228, atom 11 (H): 0.225, atom 12 (H): 0.221, atom 13 (H): 0.108, atom 14 (N): -0.508, atom 15 (H): 0.113, atom 16 (C): 0.270, atom 17 (H): 0.333, atom 18 (H): 0.235

---

(3)
ORCA calculation (wB97M-V/def2-TZVPD) on a cluster of 14 separate species, C31H90O25 in total in a non-equilibrium geometry.

Results
HOMO-LUMO gap in hartree: 0.354
E in eV: -84783.27938
E_HOMO in eV: -9.78
Energy relative to the best compared isomer or geometry (same formula, charge and spin) in kcal per mole: 81.6
F_max in hartree/bohr: 0.059

```
! RIJCOSX wB97M-V def2-TZVPD def2/J DEFGRID3
* xyz 0 1
O 0.88 5.91 -5.17
O -4.06 -5.59 -1.01
H 5.27 3.38 3.04
O 2.06 -4.38 -4.29
H -1.28 1.00 1.39
O -2.18 7.61 1.37
H 0.93 -0.47 1.78
C -0.72 1.14 8.27
C -0.67 7.19 -3.80
H -8.52 2.68 1.60
H 5.48 -5.25 4.19
H -7.00 3.52 4.57
O -2.00 2.00 -4.88
H -0.73 3.28 8.40
H 0.11 -8.88 0.45
H -4.23 -5.93 4.77
C -4.29 2.08 -5.39
C 3.29 1.69 -8.58
C -3.17 7.01 2.20
H 6.82 0.43 -0.50
O 1.26 -10.14 -0.54
H 3.87 -5.14 -7.37
H -0.73 8.08 -3.17
O 4.99 3.90 2.28
H 3.01 -4.91 4.34
H 4.91 0.49 -2.16
H 1.91 -6.86 0.38
H 5.09 -0.13 -4.24
C -2.07 -4.72 5.36
H 5.88 0.92 -7.76
H -2.98 0.61 -6.02
H -2.36 2.47 8.53
H -3.11 5.97 1.88
C 5.92 0.37 -2.54
H 3.78 4.60 0.26
H -2.72 2.12 -6.84
C -1.38 0.65 0.36
H -1.87 8.41 1.80
C 2.20 -5.62 -6.45
H -5.40 9.41 1.90
C 0.60 -0.87 0.82
H 2.58 -6.79 -1.47
H -0.66 6.02 -2.32
C 4.94 -5.54 5.10
H 4.61 -2.94 4.71
H 5.70 -5.43 5.88
O -1.21 6.05 -3.11
H 2.51 -3.53 -6.10
H 0.64 1.01 -0.30
C 4.70 2.16 -8.79
C 3.22 4.93 1.13
H -3.24 -3.50 4.03
C 6.85 -0.20 -1.38
H -3.04 -4.68 -2.66
C -2.94 1.69 -5.87
H -4.87 -3.33 -3.43
C -3.41 -4.29 4.76
H 4.34 -3.02 6.34
H 3.44 5.96 1.43
O 3.07 1.32 -7.20
H 4.78 -6.62 5.08
H -1.59 -5.44 4.69
H -1.27 0.76 10.14
H -0.38 0.11 -2.02
O -1.51 2.62 6.62
O -4.48 3.47 -5.45
C -4.51 7.65 1.81
H -5.85 -4.61 -2.84
C 3.39 4.89 3.73
O 3.00 -5.26 6.39
H -1.83 2.94 -4.88
H -1.47 -3.83 5.53
C 0.87 -8.82 -0.34
C 2.04 -7.89 0.03
H -5.06 1.58 -5.98
O 5.86 -0.42 -3.73
H 1.17 7.92 -4.60
H 1.83 -5.63 -7.48
H 7.88 -0.28 -1.73
H 6.18 -1.83 -1.91
O 3.55 -5.83 -6.79
C -6.92 1.71 4.20
H 3.91 5.85 3.71
H 1.54 -3.66 -3.92
H 2.87 -2.64 5.42
H 3.04 0.81 -9.18
H -6.30 0.83 4.39
H -1.60 1.51 -0.28
C 0.00 0.14 -0.12
H -1.26 -5.60 6.95
O -4.08 -5.28 4.07
H 1.47 -1.38 0.42
H 2.64 -8.21 0.88
H 2.15 4.79 0.95
O 5.60 1.05 -8.66
C -7.32 1.71 2.71
H -6.57 -2.66 -2.18
O -2.13 -5.36 6.63
H -3.96 -3.97 5.65
H 1.82 -6.51 -5.95
H -0.05 -1.70 1.10
H 2.33 1.84 -6.88
H -3.34 -3.79 -1.22
H 3.52 -5.02 7.16
H 3.15 3.20 2.42
H -1.29 7.31 -4.69
H 4.82 2.62 -9.77
C 3.81 -3.20 5.40
H 5.02 2.75 -7.93
H -4.67 7.41 0.76
H -3.88 3.88 -4.83
O -4.55 9.04 2.14
H -7.81 1.60 4.82
O -6.29 2.88 4.62
H 2.32 5.07 3.84
O 6.44 -1.50 -1.05
C 3.67 4.16 2.37
H -6.42 1.77 2.09
H -7.77 0.76 2.41
H 6.11 1.41 -2.81
H 1.48 6.71 -3.37
C 0.82 6.96 -4.20
C -1.38 2.48 8.04
O -5.87 -3.06 -1.66
H -2.19 -0.09 0.30
H -4.50 1.79 -4.37
H 0.84 -3.96 -6.03
C -3.81 -4.48 -1.92
H -2.43 2.76 6.41
O -0.05 -0.53 -1.39
C 3.59 -4.71 5.24
O -8.17 2.83 2.48
H -4.27 -5.22 -0.15
O 2.92 -7.60 -1.09
H 2.59 2.45 -8.93
H 0.42 -8.46 -1.26
H 3.65 4.40 4.67
H 0.25 1.23 7.78
H -2.88 7.13 3.25
H 1.77 -10.14 -1.35
H -1.26 0.29 7.87
C -5.09 -3.89 -2.52
H 0.84 6.18 -6.09
O -0.47 1.03 9.70
H -5.28 7.12 2.38
C 1.83 -4.28 -5.71
*
```

Mulliken atomic charge list, values in e, 99 entries: atom 1 (O): -0.485, atom 2 (O): -0.547, atom 3 (H): 0.325, atom 4 (O): -0.491, atom 5 (H): 0.300, atom 6 (O): -0.530, atom 7 (H): 0.369, atom 8 (C): -0.384, atom 9 (C): -0.445, atom 10 (H): 0.292, atom 11 (H): 0.372, atom 12 (H): 0.317, atom 13 (O): -0.468, atom 14 (H): 0.187, atom 15 (H): 0.289, atom 16 (H): 0.305, atom 17 (C): -0.361, atom 18 (C): -0.281, atom 19 (C): -0.481, atom 20 (H): 0.288, atom 21 (O): -0.513, atom 22 (H): 0.300, atom 23 (H): 0.278, atom 24 (O): -0.572, atom 25 (H): 0.290, atom 26 (H): 0.258, atom 27 (H): 0.335, atom 28 (H): 0.284, atom 29 (C): -0.339, atom 30 (H): 0.305, atom 31 (H): 0.318, atom 32 (H): 0.325, atom 33 (H): 0.253, atom 34 (C): -0.386, atom 35 (H): 0.309, atom 36 (H): 0.238, atom 37 (C): -1.160, atom 38 (H): 0.300, atom 39 (C): -0.511, atom 40 (H): 0.298, atom 41 (C): -1.439, atom 42 (H): 0.297, atom 43 (H): 0.276, atom 44 (C): -1.280, atom 45 (H): 0.337, atom 46 (H): 0.350, atom 47 (O): -0.450, atom 48 (H): 0.187, atom 49 (H): 0.149, atom 50 (C): -0.435, atom 51 (C): -1.134, atom 52 (H): 0.330, atom 53 (C): -0.353, atom 54 (H): 0.323, atom 55 (C): -0.355, atom 56 (H): 0.315, atom 57 (C): -0.430, atom 58 (H): 0.339, atom 59 (H): 0.322, atom 60 (O): -0.487, atom 61 (H): 0.339, atom 62 (H): 0.308, atom 63 (H): 0.296, atom 64 (H): 0.253, atom 65 (O): -0.487, atom 66 (O): -0.516, atom 67 (C): -0.194, atom 68 (H): 0.289, atom 69 (C): -1.316, atom 70 (O): -0.550, atom 71 (H): 0.270, atom 72 (H): 0.302, atom 73 (C): -0.259, atom 74 (C): -0.428, atom 75 (H): 0.340, atom 76 (O): -0.532, atom 77 (H): 0.282, atom 78 (H): 0.330, atom 79 (H): 0.242, atom 80 (H): 0.315, atom 81 (O): -0.530, atom 82 (C): -0.545, atom 83 (H): 0.336, atom 84 (H): 0.282, atom 85 (H): 0.291, atom 86 (H): 0.231, atom 87 (H): 0.333, atom 88 (H): 0.332, atom 89 (C): 0.732, atom 90 (H): 0.310, atom 91 (O): -0.514, atom 92 (H): 0.354, atom 93 (H): 0.248, atom 94 (H): 0.302, atom 95 (O): -0.534, atom 96 (C): -0.271, atom 97 (H): 0.292, atom 98 (O): -0.548, atom 99 (H): 0.276